21
Properties=species:S:1:pos:R:3:forces:R:3 method="wB97M-V/def2-TZVPD" relative_energy_kcal_mol=54.9 smiles="CCNC(=O)CC.O" homo_lumo_gap_ev=10.18 largest_force_ev_per_a=7.07 total_energy_ev=-10979.4990 charge=0
O 0.15796 1.81078 -0.69259 0.238 0.560 -0.559
O 1.47332 -0.29748 -3.84838 -5.793 -3.944 -0.932
N 0.49254 -0.37188 -0.36837 -2.040 -1.028 1.853
C -1.21362 0.93966 0.90050 -2.051 -4.215 2.524
C -0.14577 0.80706 -0.06766 1.651 0.639 -2.423
C 1.76218 -1.23243 1.44716 -0.369 -0.064 4.009
C 0.57457 -1.51103 0.62408 0.362 0.897 -2.759
C -2.54270 1.47724 0.43991 -0.925 0.938 -2.384
H -0.80576 1.32631 1.86102 -0.544 0.089 -0.654
H -2.94141 0.96192 -0.59505 1.156 1.135 2.658
H 1.11706 -0.38561 -1.15650 0.154 0.245 -0.026
H 2.11469 -0.22110 1.33731 -0.043 0.380 0.240
H -0.25535 -1.55453 1.28282 -1.166 0.041 -0.103
H -1.63146 -0.10048 1.10465 1.353 0.650 0.523
H 0.53043 0.04991 -3.85443 2.759 0.320 0.256
H -2.34428 2.53041 0.21706 -0.832 0.070 -0.153
H 2.55453 -1.85466 1.28943 2.343 -1.672 -1.092
H 2.21039 0.17740 -3.71208 3.036 3.658 0.799
H -3.33556 1.35887 1.22026 0.778 0.162 -0.692
H 1.59335 -1.49201 2.57672 -0.042 0.913 -1.759
H 0.63489 -2.41836 -0.00587 -0.025 0.224 0.675